(1)
Formula: C16H42O9S6
Source: OMol25
Level of theory: the ωB97M-V functional and the def2-TZVPD basis

Calculated values
Kohn-Sham gap	8.79	eV
net charge	0
HOMO energy	-8.588	eV
lowest unoccupied orbital energy	0.20	eV
multiplicity	1

XYZ file:
```
73
Properties=species:S:1:pos:R:3:forces:R:3:mulliken_charge:R:1
C -2.680342 -2.426908 -3.749111 1.668 -0.249 0.736 -1.442
C -2.966562 -3.807508 -4.264831 2.302 1.573 0.464 0.431
C -3.980902 -4.448528 -3.441661 -0.574 -1.438 1.130 -0.399
O -4.989812 -4.784038 -4.400621 -1.080 -0.470 2.035 -0.331
C -4.692592 -4.219258 -5.550921 -0.927 -1.535 -2.879 0.689
O -5.275722 -4.364568 -6.588871 -0.738 0.267 0.657 -0.569
O -3.533582 -3.645468 -5.500451 1.015 1.267 -1.799 -0.349
H -2.306922 -2.534188 -2.730711 -0.354 0.171 0.381 0.394
H -3.587992 -1.824438 -3.785031 0.248 0.121 -0.049 0.349
H -1.806012 -2.001048 -4.241341 -0.444 0.394 -0.464 0.349
H -2.091032 -4.444998 -4.387921 0.283 0.227 0.136 0.307
H -4.280432 -3.791138 -2.625431 -0.830 -0.023 -0.246 0.271
H -3.548752 -5.333808 -2.975151 -0.536 -0.315 -0.077 0.298
C -2.901842 -2.908688 2.440229 0.475 0.572 0.153 -0.850
S -3.326812 -1.317778 3.324579 1.675 0.562 -1.358 0.475
O -2.121662 -0.365508 3.141159 -2.559 -1.813 0.004 -0.559
C -4.697412 -0.960348 2.124509 0.150 0.570 -0.548 -0.887
H -3.742262 -3.602798 2.443469 0.055 0.079 0.244 0.360
H -2.011872 -3.328498 2.909069 -0.251 -0.039 0.341 0.310
H -2.592322 -2.712578 1.413669 -0.257 0.367 -0.061 0.224
H -4.355942 -0.559888 1.169989 0.752 0.049 0.114 0.313
H -5.383812 -0.193628 2.483819 0.036 -0.267 0.463 0.312
H -5.224172 -1.865658 1.822749 -0.087 -0.123 0.633 0.302
C 1.366358 -1.177488 7.873349 -0.409 0.341 -0.067 -0.913
S 0.297118 0.070062 8.733009 0.074 0.153 -2.349 0.477
O -0.208042 0.981742 7.598669 0.295 -1.700 2.148 -0.584
C -1.013702 -1.158218 9.208049 -0.141 0.356 -0.756 -0.846
H 0.824408 -1.752938 7.122849 -0.649 -0.184 0.486 0.285
H 1.784878 -1.799358 8.664699 0.249 -0.086 -0.272 0.334
H 2.093728 -0.700618 7.216389 0.350 0.487 0.774 0.339
H -1.228202 -1.790208 8.346259 -0.229 0.371 -0.234 0.253
H -1.853502 -0.509978 9.458329 -0.132 -0.260 -0.012 0.300
H -0.821072 -1.869588 10.011129 0.580 0.538 0.309 0.359
C -0.735412 5.091582 -3.682441 -0.183 0.293 0.664 -0.902
S -1.393842 3.845392 -2.463911 0.796 -0.837 0.790 0.472
O -0.814622 3.983672 -1.045501 -1.172 0.707 -2.540 -0.574
C -3.186122 4.248772 -2.538391 0.879 0.800 0.351 -0.874
H 0.336798 4.931212 -3.795381 -0.031 0.001 0.445 0.299
H -0.958242 6.103692 -3.344701 0.214 0.018 0.142 0.302
H -1.137932 4.992032 -4.690501 -0.476 -0.472 0.204 0.347
H -3.635042 3.671372 -1.730201 -0.102 -0.238 -0.403 0.294
H -3.497612 4.014572 -3.556351 -0.158 -0.384 0.214 0.331
H -3.411652 5.299522 -2.356271 0.229 0.105 0.091 0.305
C 2.657568 -6.569228 -3.670111 -0.280 -0.744 0.369 -0.861
S 2.261708 -7.077288 -1.982111 -0.322 -1.499 0.568 0.488
O 0.846138 -6.689508 -1.670901 0.733 -0.032 -0.514 -0.583
C 2.171978 -8.929858 -2.329211 -0.696 0.510 -0.573 -0.977
H 1.922468 -7.079888 -4.292171 -0.207 0.670 -0.269 0.284
H 3.631508 -6.963748 -3.959741 0.156 0.208 0.248 0.366
H 2.642188 -5.480048 -3.630861 -0.157 -0.161 -0.464 0.293
H 1.320538 -9.086038 -2.991601 -0.238 0.459 -0.149 0.322
H 1.886868 -9.502638 -1.446751 0.563 0.352 0.277 0.313
H 3.004738 -9.359898 -2.885681 0.418 0.259 0.490 0.355
C 5.274158 9.595492 0.410729 -0.019 0.101 0.896 -0.918
S 3.915058 8.495072 -0.115411 -1.551 0.060 1.747 0.493
O 3.404218 7.691752 1.084339 1.196 1.172 -1.659 -0.587
C 2.702718 9.879572 -0.248221 -0.220 0.373 0.177 -0.953
H 5.505478 10.375592 -0.314561 -0.009 -0.358 -0.322 0.343
H 6.153598 9.020742 0.701169 -0.030 -0.198 -0.484 0.316
H 4.986098 10.111812 1.326439 -0.368 -0.066 0.052 0.313
H 2.957188 10.585072 -1.039191 0.067 -0.251 -0.229 0.355
H 2.620388 10.465432 0.667249 0.679 -0.203 0.341 0.316
H 1.671938 9.540052 -0.349801 0.275 -0.612 -0.528 0.322
C 4.513828 2.049172 -0.266331 0.794 -0.087 0.405 -0.876
S 4.256888 1.008232 1.253489 -2.692 1.894 -1.245 0.477
O 3.224848 1.830202 2.001349 1.463 -0.745 0.121 -0.590
C 3.172788 -0.194728 0.433089 0.323 -1.618 0.064 -0.923
H 3.563648 2.481062 -0.580531 -0.136 -0.511 0.026 0.265
H 5.052048 1.485172 -1.028121 -0.344 -0.177 -0.169 0.336
H 5.157368 2.900272 -0.043641 0.040 -0.088 0.480 0.323
H 2.255198 0.144832 -0.047341 0.258 0.802 0.292 0.307
H 2.891778 -0.892208 1.222169 -0.219 0.229 0.297 0.313
H 3.665528 -0.868398 -0.267971 0.520 0.303 -0.241 0.369
```
Forces are in eV/Å.

(2)
Formula: C6H14O
Source: OMol25
Level of theory: the ωB97M-V functional and the def2-TZVPD basis

Calculated values
Kohn-Sham gap	10.34	eV
net charge	0
HOMO energy	-9.388	eV
lowest unoccupied orbital energy	0.95	eV
SMILES string	C/C=C\[C@@H](C)O.C
multiplicity	1

XYZ file:
```
21
Properties=species:S:1:pos:R:3:forces:R:3:nbo_charge:R:1
C -1.300348 -1.367535 -0.978794 -0.118 0.615 -1.797 -0.669
C -0.691811 -1.321109 0.359049 -0.087 -1.006 0.337 -0.158
C 0.552999 -0.965621 0.651530 -0.897 -0.258 -0.052 -0.207
C 1.534176 -0.443521 -0.311631 0.927 0.186 -1.109 0.042
C 1.882694 0.987744 -0.107449 -0.726 0.810 0.626 -0.617
O 2.714935 -1.175165 -0.109829 1.197 -0.711 -0.243 -0.708
H -1.982846 -2.164407 -1.281833 0.132 -0.382 0.890 0.226
H -0.522300 -1.393020 -1.729884 0.275 -0.010 -0.290 0.211
H -1.873063 -0.478120 -1.238451 -0.077 0.387 0.305 0.223
H -1.315693 -1.731702 1.131198 -0.097 0.061 0.573 0.202
H 0.908891 -1.085600 1.672033 0.057 0.187 -0.100 0.217
H 1.308492 -0.487868 -1.381564 -0.876 -0.648 0.092 0.161
H 2.131173 1.060184 0.949535 0.461 0.626 -0.035 0.213
H 0.974605 1.543710 -0.287676 -0.242 0.625 0.021 0.211
H 2.649057 1.364192 -0.803587 -0.061 -0.264 0.438 0.203
H 3.349176 -0.726981 -0.686481 0.263 -0.461 0.309 0.458
C -2.198061 1.694966 0.834326 1.680 -0.956 0.175 -0.877
H -3.247544 1.356533 0.773712 0.743 -0.289 0.018 0.217
H -1.960873 2.300983 -0.049606 -0.158 0.015 0.297 0.209
H -2.070311 2.284265 1.747830 -0.140 0.138 -0.259 0.214
H -1.348567 0.878138 0.899046 -2.257 1.336 -0.195 0.230
```
Forces are in eV/Å.

(3)
Formula: H2N6O
Source: OMol25
Level of theory: the ωB97M-V functional and the def2-TZVPD basis

Calculated values
Kohn-Sham gap	9.76	eV
net charge	0
HOMO energy	-9.892	eV
lowest unoccupied orbital energy	-0.13	eV
multiplicity	1

XYZ file:
```
9
Properties=species:S:1:pos:R:3:forces:R:3:nbo_charge:R:1
N -0.931058 -1.200439 -1.536317 -1.028 0.155 0.225 -0.140
N 0.158521 -1.453276 -1.464240 -2.484 0.340 0.146 0.246
N 1.053084 0.696747 0.821141 0.701 -3.254 -0.239 0.207
N 0.493346 1.743817 1.038069 -0.224 1.807 0.518 -0.410
N 1.317751 -1.627951 -1.567219 4.620 -1.497 0.442 -0.548
N 1.870490 -0.121837 0.614143 0.019 2.406 -0.435 0.304
O 2.254427 -1.252169 0.897831 -0.332 -0.385 0.936 -0.445
H -0.321377 1.898220 0.439085 0.051 -0.372 -0.117 0.368
H 1.844552 -2.040115 -0.723440 -1.322 0.800 -1.476 0.417
```
Forces are in eV/Å.

(4)
Formula: C11H13N3
Source: OMol25
Level of theory: the ωB97M-V functional and the def2-TZVPD basis

Calculated values
Kohn-Sham gap	7.95	eV
net charge	0
HOMO energy	-7.449	eV
lowest unoccupied orbital energy	0.50	eV
SMILES string	NCCNc1ccnc2ccccc12
multiplicity	1

XYZ file:
```
27
Properties=species:S:1:pos:R:3:forces:R:3:nbo_charge:R:1
N -2.948897 0.821415 1.374121 -1.655 3.804 -1.302 -0.881
C -2.905450 -0.528954 1.855336 -6.237 1.835 2.965 -0.226
C -2.012908 -1.430323 1.195893 -2.233 -0.353 -7.384 -0.220
N -1.154895 -0.534855 0.373355 -1.917 -5.563 2.781 -0.547
C -0.095998 -0.826523 -0.243932 8.220 -1.975 -3.066 0.323
C 0.536250 -2.169129 -0.422808 1.498 6.592 -2.158 -0.424
C 1.796374 -2.369301 -1.175500 -2.431 2.324 1.518 0.096
N 2.556259 -1.453915 -1.676148 -2.193 3.074 -0.326 -0.453
C 1.997771 -0.085031 -1.530274 3.481 0.408 1.655 0.166
C 3.055507 0.922585 -1.815644 -3.272 0.290 -1.023 -0.220
C 2.827919 2.312631 -1.567060 2.568 1.029 1.842 -0.220
C 1.796059 2.775096 -0.626152 0.720 -2.905 0.800 -0.252
C 0.840363 1.625782 -0.255609 -0.064 6.297 2.111 -0.197
C 0.858625 0.335707 -0.677493 0.813 -3.667 -2.068 -0.160
H -3.535206 1.493255 1.949563 1.262 -1.580 -0.467 0.389
H -3.321910 1.065543 0.411710 0.416 -1.316 1.331 0.370
H -4.074241 -0.734998 2.266763 2.700 -1.017 -1.922 0.174
H -2.532344 -0.451813 2.811064 1.208 0.669 2.361 0.199
H -1.560413 -2.039289 1.811435 3.116 -2.605 3.429 0.206
H -2.571131 -2.230817 0.535098 0.807 1.627 0.521 0.181
H -1.570729 0.284432 0.384623 -1.190 5.325 -0.261 0.410
H 0.009343 -2.906045 -0.046502 -2.252 -3.965 1.596 0.190
H 2.175179 -3.315227 -1.334365 0.424 -2.307 0.095 0.184
H 3.904100 0.638953 -2.470969 -0.632 -0.031 0.827 0.233
H 3.861698 2.999185 -1.813731 -3.396 -1.621 0.629 0.214
H 1.988569 3.775897 0.123839 -1.092 -3.006 -2.694 0.249
H 0.080106 2.025741 0.563387 1.333 -1.364 -1.789 0.216
```
Forces are in eV/Å.

(5)
Formula: C3H12N2OS
Source: OMol25
Level of theory: the ωB97M-V functional and the def2-TZVPD basis

Calculated values
Kohn-Sham gap (alpha / beta)	1.85 / 8.84	eV
net charge	-1
HOMO energy (alpha / beta)	0.936 / -6.082	eV
lowest unoccupied orbital energy (alpha / beta)	2.79 / 2.76	eV
<S²>	0.75
multiplicity	2

XYZ file:
```
19
Properties=species:S:1:pos:R:3:forces:R:3:nbo_charge:R:1
N -0.958135 -0.005466 2.025435 0.999 0.023 0.440 -0.856
C -0.337798 0.604623 0.853723 1.793 1.253 0.229 -0.037
C -1.123214 1.819544 0.462223 -1.929 -1.011 -0.805 -0.570
S -0.737089 3.332904 1.206289 -0.902 2.860 -1.776 -0.018
C -0.312905 -0.296298 -0.378005 -0.116 -0.253 1.235 -0.432
N 0.438588 -1.460134 -0.014162 1.517 -1.317 -0.165 -0.882
H -0.132242 -0.237218 2.571776 -0.745 -0.657 0.420 0.357
H -1.427507 -0.870057 1.760086 0.338 0.059 0.079 0.368
H 0.796446 0.959744 1.190013 -2.658 -0.873 -1.087 0.164
H -2.242904 1.595452 0.465485 1.368 0.170 0.476 0.212
H -0.923214 1.974842 -0.570599 0.215 0.394 -1.042 0.221
H -0.229529 2.987388 2.292939 1.048 -1.198 2.676 0.094
H -1.370004 -0.645108 -0.434916 0.451 0.466 -0.809 0.170
H 0.055497 0.240879 -1.270814 -0.368 -0.253 0.218 0.173
H 1.362950 -1.224413 0.384178 -0.673 0.130 -0.364 0.342
H 0.684274 -2.026544 -0.837180 -0.308 0.170 0.220 0.367
H 2.581872 -2.772484 -3.566942 0.565 -1.598 -1.475 0.353
H 1.524700 -1.872668 -3.178648 -5.430 1.599 -1.449 0.312
O 2.350205 -2.104993 -2.960883 4.832 0.036 2.979 -1.338
```
Forces are in eV/Å.

(6)
Formula: C2H11N2O2
Source: OMol25
Level of theory: the ωB97M-V functional and the def2-TZVPD basis

Calculated values
Kohn-Sham gap (alpha / beta)	3.90 / 8.43	eV
net charge	0
HOMO energy (alpha / beta)	-3.084 / -7.808	eV
lowest unoccupied orbital energy (alpha / beta)	0.82 / 0.62	eV
<S²>	0.76
multiplicity	2

XYZ file:
```
17
Properties=species:S:1:pos:R:3:forces:R:3:nbo_charge:R:1
C -1.185769 -0.191458 0.028685 0.653 0.984 -0.716 -0.185
C -0.871313 -0.418741 -1.327480 -0.480 -0.854 1.711 -0.352
N 0.491506 -0.116890 -1.740291 -0.450 0.046 -0.382 -0.776
N -0.134342 0.329168 0.891007 -0.038 -0.718 -0.132 -0.908
H -2.093337 -0.475613 0.535587 -0.182 -0.032 -0.548 0.204
H -1.513916 -0.883604 -2.050945 0.010 0.185 -0.161 0.202
H 1.081802 -0.434113 -0.980826 0.543 0.192 -0.374 0.441
H 0.754378 0.887289 -1.950606 -0.061 0.768 0.413 0.293
H 0.704912 -0.566689 -2.623039 0.175 -0.544 0.290 0.415
H 0.413914 -0.442835 1.306708 0.062 -0.081 -0.049 0.307
H -0.549645 0.768988 1.703858 -0.068 0.132 -0.230 0.372
H 3.836695 1.888347 -0.663627 -0.224 0.287 -0.404 0.465
H 4.305478 0.589095 -0.221058 0.461 -0.970 0.791 0.461
O 4.006005 1.006959 -1.011778 -0.324 0.628 -0.397 -0.943
H -3.340441 -1.514320 2.655480 -0.091 -0.136 -0.131 0.471
H -2.626347 -0.510779 3.530105 -0.047 0.066 -0.253 0.469
O -2.903334 -0.660423 2.615215 0.060 0.046 0.572 -0.936
```
Forces are in eV/Å.